# 1
95
Properties=species:S:1:pos:R:3:forces:R:3 method="wB97M-V/def2-TZVPD" orbital_gap_ev=6.90 lumo_ev=-1.87 spin_multiplicity=1
C -1.3545 2.8510 2.6240 -0.4838 0.0614 0.0812
C -2.3693 2.5051 1.5427 0.2167 0.7488 0.1391
O -1.6954 2.3312 0.2832 -0.3042 -0.7073 0.1954
B -2.1774 1.2695 -0.4278 0.7133 0.3237 -0.2700
O -3.5064 1.1460 -0.6775 -0.1318 -0.1080 0.2973
C -1.1150 0.1609 -0.8268 -0.4867 0.0219 -0.2678
C -1.4160 -1.1439 -0.7733 0.5921 0.0917 0.4040
C -0.3742 -2.1547 -1.0537 -0.1817 0.8808 -0.5706
O -0.6520 -3.3030 -1.3783 -5.7589 6.4803 -4.5840
C 1.0321 -1.7261 -0.9195 -0.1287 0.7533 -0.5112
C 1.3627 -0.4313 -0.9727 -0.2010 -0.0638 0.2881
C 2.7548 0.0755 -0.8476 0.0158 0.0409 -0.3699
C 0.2720 0.5641 -1.1975 0.3080 1.1500 -0.6238
O 0.5093 1.6583 -1.7093 -0.3005 -1.3517 0.6897
H -1.4503 2.1393 3.4316 0.2650 -0.0974 0.2915
H -0.3403 2.8433 2.2493 0.1602 -0.0527 -0.1327
H -1.5655 3.8351 3.0270 0.1308 0.2070 0.0963
H -2.9159 1.6121 1.8345 -0.0905 -0.2432 -0.2132
H -3.0959 3.3049 1.4385 -0.1861 0.0910 -0.1000
H -3.7419 0.2995 -1.0586 -0.1289 -0.0928 -0.2469
H -2.4023 -1.5014 -0.5250 -0.2289 -0.1919 -0.0678
H 1.7735 -2.4972 -0.7949 0.0384 0.4558 -0.2406
H 3.1694 0.2214 -1.8432 0.0881 0.0158 -0.0960
H 2.7863 1.0396 -0.3580 -0.0471 0.1832 0.1738
H 3.3858 -0.6288 -0.3245 0.1181 -0.1964 0.1320
O -1.2909 -0.9736 3.5057 0.0844 -0.0695 -0.1785
N -1.8249 -0.4154 4.4427 -0.0293 0.0595 -0.0591
O -1.2797 0.3993 5.1564 0.0383 0.0383 0.1360
C -3.2324 -0.7360 4.7156 -0.1414 -0.0777 0.0391
C -3.8840 -1.6243 3.8825 -0.0741 -0.1441 -0.1990
C -5.1978 -1.9608 4.1630 -0.0723 0.1142 0.0897
C -5.8402 -1.4004 5.2588 0.0151 0.0162 -0.0186
C -5.1733 -0.4939 6.0733 -0.0378 -0.0770 -0.0851
C -3.8579 -0.1556 5.8036 -0.0131 0.0966 0.1994
H -3.3840 -2.0565 3.0295 0.1287 -0.0137 0.0807
H -5.7201 -2.6591 3.5245 0.0189 -0.0292 -0.0085
H -6.8654 -1.6681 5.4774 -0.0080 -0.0021 0.0051
H -5.6767 -0.0552 6.9234 0.0072 0.0147 0.0151
H -3.3296 0.5401 6.4379 0.1064 -0.0128 -0.0576
O 5.8104 -0.8863 -6.3712 0.0203 -0.0778 -0.1432
N 5.3389 -0.3064 -5.4154 0.0004 0.0821 0.0149
O 5.8148 -0.3107 -4.3013 0.0694 -0.0026 0.1682
C 4.0900 0.4445 -5.6181 -0.1846 0.1646 0.0024
C 3.4932 0.4414 -6.8655 -0.0030 -0.0551 -0.2136
C 2.3034 1.1296 -7.0391 -0.0483 0.0396 0.1119
C 1.7283 1.8090 -5.9728 0.0260 -0.0325 -0.0221
C 2.3450 1.8080 -4.7284 -0.0646 0.0328 -0.0586
C 3.5350 1.1226 -4.5474 -0.0170 0.0256 0.1804
H 3.9426 -0.0913 -7.6904 0.0952 -0.0334 0.0604
H 1.8223 1.1319 -8.0071 0.0108 -0.0068 -0.0238
H 0.7959 2.3398 -6.1113 -0.0030 0.0148 0.0019
H 1.8981 2.3367 -3.8974 -0.0022 -0.0331 0.0389
H 4.0187 1.1157 -3.5821 0.1217 -0.0225 -0.0898
O 3.2558 -7.5084 -4.1217 -0.0724 -0.0596 0.0848
N 3.7359 -6.6140 -4.7860 -0.0156 -0.0856 0.0108
O 4.6384 -6.7549 -5.5823 0.1072 0.0283 -0.1197
C 3.1838 -5.2622 -4.6099 -0.0918 0.2549 0.0462
C 2.1740 -5.0663 -3.6821 -0.1164 -0.0497 0.1249
C 1.6679 -3.7889 -3.5047 0.0824 0.1133 -0.0401
C 2.1750 -2.7369 -4.2539 -0.0455 0.1506 0.0529
C 3.1827 -2.9513 -5.1797 -0.0707 -0.0566 0.0502
C 3.6979 -4.2236 -5.3664 0.0762 0.0389 -0.0565
H 1.7871 -5.8928 -3.1049 0.0834 -0.0976 -0.0339
H 0.8873 -3.5932 -2.7787 0.2064 -0.1707 -0.4345
H 1.7838 -1.7361 -4.1096 0.0000 0.0111 -0.0101
H 3.5636 -2.1232 -5.7550 0.0324 -0.0608 -0.1192
H 4.4866 -4.3966 -6.0830 0.0159 -0.1116 0.0339
O -2.3359 -4.2951 2.7178 -0.3325 -0.0278 -0.0226
N -1.1868 -4.3146 3.1105 0.2071 0.1787 -0.0999
O -0.8568 -4.2971 4.2746 -0.0006 -0.0699 0.1716
C -0.1276 -4.3318 2.0909 0.1043 0.0948 -0.2714
C -0.4851 -4.2947 0.7552 0.0475 -0.5958 0.7102
C 0.5134 -4.2828 -0.2048 3.3818 -4.5381 2.8668
C 1.8476 -4.3129 0.1802 -0.1280 -0.5450 0.8702
C 2.1863 -4.3573 1.5266 0.0480 0.1834 -0.0289
C 1.1941 -4.3655 2.4935 0.2980 -0.0075 0.2464
H -1.5237 -4.2706 0.4618 0.0116 -0.1369 0.2254
H 0.2486 -4.2472 -1.2527 2.1118 -2.6750 1.2383
H 2.6259 -4.3006 -0.5716 0.0853 -0.1639 -0.0677
H 3.2252 -4.3821 1.8242 0.0420 0.0022 0.0699
H 1.4510 -4.3947 3.5415 -0.1072 0.0126 0.0315
O 0.4878 5.8885 2.9455 0.0842 -0.1149 -0.1551
N 0.2001 6.5584 3.9134 -0.0411 0.0173 0.0103
O 0.8354 6.5964 4.9447 0.0845 0.0273 0.1321
C -1.0175 7.3792 3.8294 -0.1806 0.1046 -0.0064
C -1.7824 7.3252 2.6791 -0.0759 -0.0609 -0.1930
C -2.9391 8.0844 2.6100 -0.0135 0.0546 0.1008
C -3.3120 8.8840 3.6821 0.0094 -0.0054 0.0036
C -2.5262 8.9302 4.8259 -0.0514 -0.0209 -0.1049
C -1.3691 8.1726 4.9049 0.0017 0.0931 0.1895
H -1.4857 6.7016 1.8489 0.0976 -0.0430 0.0592
H -3.5508 8.0503 1.7194 0.0047 -0.0082 -0.0214
H -4.2182 9.4724 3.6264 -0.0030 0.0111 -0.0034
H -2.8164 9.5552 5.6588 0.0108 0.0044 0.0196
H -0.7548 8.2017 5.7920 0.0798 -0.0856 -0.0406

# 2
82
Properties=species:S:1:pos:R:3:forces:R:3 method="wB97M-V/def2-TZVPD" orbital_gap_ev="6.84 / 3.09" charge=+2 lumo_ev="-5.42 / -9.17" spin_multiplicity=5
C 2.9264 -2.8073 3.1920 2.2290 -1.3124 0.7094
C 3.0719 -2.9910 1.7879 2.3081 -1.5712 -0.2196
C 3.3578 -1.7114 1.2265 1.6295 0.2429 -1.5397
H 3.0114 -3.9256 1.2521 -0.0375 0.0019 0.0323
C 3.3971 -0.7435 2.2746 2.4359 0.3509 1.0992
C 3.1532 -1.4354 3.4945 3.2087 1.0454 1.3892
H 3.1998 -0.9894 4.4744 -0.1686 -0.0611 0.0402
H 2.8428 -3.6008 3.9182 -0.4766 0.0875 -0.0065
H 3.5493 -1.4963 0.1803 0.0268 0.0435 0.3663
H 3.5824 0.3160 2.1611 -0.0806 -0.0326 -0.0418
Os 1.5512 -1.6486 2.1702 -9.7692 0.5185 -1.0661
Si -1.7901 2.2098 -1.9479 -0.8156 0.6292 -0.5107
C -2.7442 1.6242 -3.4574 -0.1374 -0.5743 -0.1419
C -3.9825 2.1383 -3.9234 0.5345 -0.1973 -0.0661
H -4.5559 2.8321 -3.3066 0.2031 -0.0743 -0.2030
C -4.4536 1.7966 -5.1951 0.0065 0.0294 0.1983
H -5.3619 2.2743 -5.5832 0.3634 -0.3188 0.2296
C -3.7614 0.8669 -5.9824 0.3731 -0.1879 0.0670
H -4.1253 0.5891 -6.9780 0.0729 0.1670 0.4556
C -2.5778 0.2945 -5.5010 -0.1730 0.2995 0.2079
H -2.0240 -0.4437 -6.0836 -0.2154 0.2437 0.0114
C -2.0702 0.7027 -4.2577 -0.1373 -0.1439 -0.5763
H -1.1124 0.3010 -3.9136 -0.3178 0.2440 -0.2779
C -1.6676 4.0309 -2.2688 -0.1320 0.7924 0.2023
C -1.2975 4.3705 -3.5846 0.4385 0.3293 0.2385
H -1.3992 3.6356 -4.3847 0.1688 0.1454 0.1988
C -0.7512 5.6264 -3.8760 -0.2741 -0.1089 0.0948
H -0.4100 5.8366 -4.8969 -0.1705 0.0055 0.4850
C -0.6624 6.5939 -2.8685 -0.2017 -0.3803 0.1723
H -0.2188 7.5661 -3.0935 -0.2066 -0.2785 0.1615
C -1.1725 6.3087 -1.5891 -0.0670 0.1540 -0.1407
H -1.1745 7.0919 -0.8233 0.0137 -0.3093 -0.3024
C -1.6849 5.0392 -1.2893 0.4731 0.0819 -0.5291
H -2.0895 4.8153 -0.3020 0.2403 0.1380 -0.1132
H -0.3394 1.8361 -1.9883 -0.4179 -0.5461 0.0550
Si 0.3665 -0.3904 0.5129 -0.9550 2.3781 -3.0078
C 1.3678 1.2234 0.1819 0.0495 -1.0698 0.7564
C 2.3037 1.2334 -0.8691 0.3995 0.0199 -0.1978
H 2.3323 0.4053 -1.5900 -0.0778 0.5004 0.2450
C 3.2138 2.2882 -1.0030 -0.3022 -0.2552 0.0782
H 3.9328 2.2768 -1.8175 -0.1878 0.0478 0.0546
C 3.2347 3.3289 -0.0669 -0.0016 -0.3560 0.2020
H 3.9720 4.1318 -0.1400 -0.2955 -0.2683 -0.0363
C 2.3643 3.2771 1.0209 -0.5617 -0.0991 0.4367
H 2.4175 4.0213 1.8192 -0.0267 -0.0859 -0.4070
C 1.4272 2.2389 1.1473 0.4585 0.2437 -0.0203
H 0.7630 2.1906 2.0147 0.1658 0.2443 -0.3122
C 0.2090 -1.3353 -1.1305 0.1513 -0.2862 0.1986
C 1.3450 -2.0025 -1.6223 0.1013 -0.2513 -0.0868
H 2.2760 -1.9669 -1.0583 -0.3107 -0.1635 -0.2580
C 1.3305 -2.6994 -2.8312 0.3502 0.1353 0.0749
H 2.2508 -3.2020 -3.1529 -0.4687 0.2093 0.0203
C 0.1771 -2.7169 -3.6169 -0.1566 0.1329 0.5038
H 0.1740 -3.2399 -4.5774 -0.0803 0.2104 0.3819
C -0.9665 -2.0510 -3.1474 0.2678 -0.0389 -0.0127
H -1.8489 -2.0286 -3.7909 0.1700 0.0422 0.4098
C -0.9553 -1.3745 -1.9163 -0.0250 -0.1353 -0.0259
H -1.8320 -0.8186 -1.5826 0.0257 -0.2895 -0.1621
H -2.4462 1.7668 -0.6708 0.2815 0.2614 -0.2165
Cl -1.5200 0.0232 1.2977 0.8408 -0.3885 0.0396
N 0.2509 -3.4204 4.6808 -0.2068 0.1691 -0.4326
C 0.1163 -2.0532 4.9851 -0.1635 -0.5205 0.0785
C -0.3236 -1.7133 6.2690 0.0281 0.2896 0.0753
C -0.4958 -0.3725 6.5802 0.2450 -0.6411 -0.2507
C -0.1789 0.5813 5.6056 0.3849 0.4067 -0.1811
C 0.3321 0.1727 4.3836 -0.4576 0.0047 0.6419
N 0.4371 -1.1435 4.0629 -0.0723 0.3738 0.3023
C -0.1468 -4.0231 3.4658 -0.1718 -0.1854 0.6036
C -0.7946 -5.2750 3.5525 0.1484 0.5812 -0.1578
C -1.2691 -5.8479 2.3865 0.3448 0.4039 0.2502
C -1.0112 -5.1958 1.1725 0.3829 0.2151 -0.3799
C -0.2580 -4.0283 1.1582 -0.5936 -0.5229 0.1908
N 0.1255 -3.4077 2.3064 -0.0915 -0.6915 0.3426
H 0.0575 -4.0127 5.4819 0.0051 0.1639 -0.2097
H -0.5085 -2.5135 6.9888 -0.0752 0.3585 -0.1714
H -0.8345 -0.0965 7.5750 0.0017 0.0963 -0.2347
H -0.2536 1.6467 5.8331 -0.0145 -0.3710 -0.1563
H 0.6887 0.9063 3.6491 -0.2731 -0.4989 0.2536
H -0.9370 -5.7149 4.5432 -0.0653 0.0342 -0.4521
H -1.8105 -6.7846 2.4329 -0.0008 0.0597 -0.1323
H -1.3463 -5.6162 0.2234 0.1333 0.1054 0.3220
H 0.0553 -3.5710 0.2164 -0.2278 -0.0220 0.3598

# 3
82
Properties=species:S:1:pos:R:3:forces:R:3 method="wB97M-V/def2-TZVPD" orbital_gap_ev="5.42 / 2.87" charge=+2 lumo_ev="-5.81 / -9.93" spin_multiplicity=5
C 4.2254 -1.1680 0.6997 0.5500 -0.0506 0.3584
C 3.4238 -1.4799 -0.4102 0.3318 0.3839 -0.1708
C 2.7407 -0.2867 -0.8228 0.1114 1.5041 0.6269
H 3.4093 -2.4090 -0.9735 -0.0135 0.0871 0.2870
C 3.1658 0.7843 0.1211 -0.7155 -1.1778 -1.7807
C 4.0432 0.1694 1.0766 0.8049 -0.6577 -0.5779
H 4.6111 0.7289 1.8171 -0.2128 -0.2667 -0.0365
H 4.9377 -1.8634 1.1512 -0.3404 0.2609 -0.0506
H 2.3804 -0.1009 -1.8274 0.2336 -0.1293 0.1812
H 3.1679 1.8373 -0.1192 0.1130 -0.0592 0.0748
Pt 1.0555 0.2523 0.5309 0.5864 -1.2031 1.0795
Si -3.3404 -2.1387 1.0231 0.9911 -0.5272 0.4083
C -2.5575 -2.9172 -0.4572 0.3391 -0.6543 -0.7865
C -3.3304 -3.9511 -1.0113 0.0502 0.1436 -0.1863
H -4.2415 -4.2623 -0.5054 -0.0314 -0.0107 -0.1592
C -2.9845 -4.5559 -2.2198 0.0944 -0.1715 0.0719
H -3.6356 -5.3080 -2.6564 0.0915 0.0616 0.1428
C -1.8075 -4.2040 -2.8756 -0.1490 0.1516 0.3171
H -1.5301 -4.6864 -3.8075 -0.0782 0.0806 0.0885
C -0.9946 -3.2155 -2.3234 0.0198 -0.0967 0.0631
H -0.0862 -2.9098 -2.8554 -0.3321 -0.0813 0.3157
C -1.3683 -2.5884 -1.1359 0.0136 0.1982 0.0811
H -0.7239 -1.7771 -0.7723 -0.3475 -0.3085 -0.1260
C 0.8979 2.1217 -0.6072 -1.6553 1.6745 -1.8583
C 1.2618 2.0973 -1.9835 0.7124 -0.3097 1.2354
H 0.9560 1.2327 -2.5710 0.3240 0.3218 -0.0562
C 2.0928 3.0776 -2.4927 0.0434 0.5038 -0.2018
H 2.4621 2.9917 -3.5182 -0.2019 0.2294 0.3088
C 2.4494 4.1730 -1.6899 -0.1731 -0.0944 0.1006
H 3.0651 4.9672 -2.1088 0.0123 -0.2690 0.1519
C 1.9394 4.3119 -0.3841 -0.2037 -0.0335 0.0195
H 2.2004 5.1852 0.2349 -0.2482 -0.3935 -0.5174
C 1.0815 3.3375 0.1238 0.5420 -1.0088 -0.3503
H 0.5601 3.4488 1.0784 0.4236 0.1126 -0.1858
H -3.1521 -2.9499 2.2378 0.0004 -0.1061 0.0038
Si -0.8467 1.0636 -0.4654 -1.8807 1.7783 -1.8726
C -1.9173 2.6822 -0.6297 -0.0005 -0.4261 1.2001
C -2.3734 3.0544 -1.9081 0.0551 -0.2142 0.0453
H -2.3492 2.3336 -2.7329 0.1260 0.5030 0.3309
C -2.9108 4.3195 -2.1374 0.2262 -0.1195 0.2665
H -3.2470 4.5612 -3.1382 -0.0127 0.0993 0.0685
C -2.9985 5.2446 -1.0975 0.0858 -0.4147 0.0704
H -3.3814 6.2468 -1.2899 0.0975 -0.2706 0.1638
C -2.6296 4.8411 0.1882 0.0365 -0.0509 0.3080
H -2.7336 5.5329 1.0177 -0.0893 -0.0160 -0.0726
C -2.1219 3.5591 0.4422 -0.2088 0.4248 -0.7480
H -1.9079 3.2256 1.4605 0.0419 0.3137 -0.1890
C -1.9010 0.1772 -1.8232 0.8334 0.7035 -0.4556
C -1.4235 -0.0108 -3.1295 -0.4946 -0.5067 0.1296
H -0.4131 0.2840 -3.4143 -0.2701 -0.2943 0.0624
C -2.2643 -0.5681 -4.0991 0.1878 0.0496 -0.0514
H -1.8880 -0.7178 -5.1122 -0.1472 0.0556 0.2476
C -3.5540 -0.9760 -3.7639 0.1553 -0.2700 -0.1289
H -4.1705 -1.5106 -4.4893 0.2033 0.2265 0.1771
C -4.0546 -0.7081 -2.4950 0.0730 0.2997 0.0740
H -5.0487 -1.0390 -2.2074 0.0023 0.2607 -0.1798
C -3.2730 -0.0143 -1.5774 0.4097 -0.2668 0.3236
H -3.7225 0.3632 -0.6498 0.1986 -0.3697 -0.3192
H -4.7295 -1.8569 0.8764 -0.8314 0.3171 -0.2826
Cl -2.3148 -0.3960 1.5374 0.0608 0.1839 0.4227
N 2.9999 -1.3450 3.3718 -1.8427 -0.5211 -0.2895
C 2.4069 -0.1141 3.6728 0.3731 0.7872 0.5867
C 2.7603 0.4232 4.9300 0.2942 -0.1229 -0.2038
C 2.1888 1.6168 5.3451 -0.0737 0.1563 -0.2903
C 1.1572 2.1472 4.5628 0.2072 -0.1448 0.2942
C 0.8210 1.5085 3.3738 0.7318 -0.4739 -0.4286
N 1.5442 0.4943 2.8448 -1.0075 0.0214 1.4018
C 2.3864 -2.3332 2.6097 1.2076 0.4344 0.0395
C 2.8953 -3.6428 2.7815 0.1557 -0.1850 0.1566
C 2.3108 -4.6799 2.0747 -0.1341 -0.1137 -0.1658
C 1.1722 -4.3774 1.3152 0.4336 -0.6351 0.5015
C 0.7208 -3.0629 1.2905 0.0975 1.5962 -0.0025
N 1.4034 -2.0072 1.7682 -0.9601 -1.4202 0.6883
H 3.6312 -1.7060 4.0857 0.0005 0.2361 -0.2306
H 3.5001 -0.1218 5.5227 -0.2305 0.3894 -0.0075
H 2.5408 2.1313 6.2386 -0.2153 -0.2712 -0.1239
H 0.6204 3.0503 4.8401 0.0890 -0.2116 0.1040
H -0.0460 1.8180 2.7932 0.3366 0.1737 -0.0430
H 3.7238 -3.7935 3.4817 -0.2836 -0.1245 -0.3388
H 2.6980 -5.7003 2.1399 -0.1452 0.4046 -0.0076
H 0.6041 -5.1288 0.7699 0.1749 0.0660 0.1991
H -0.2394 -2.8124 0.8591 0.2467 -0.1417 -0.3025